[1]
Formula: C6H12NO3
Source: OMol25
Level of theory: wB97M-V/def2-TZVPD

HOMO-LUMO gap	0.2773	Eh
E_HOMO	-3.7	eV
ΔE to the lowest compared entry with this formula, charge and spin	2.734	eV
charge	-1

Last column: natural (NBO) charge in e.
Geometry (Å):
C (-0.2474, 1.4777, -2.7110)  -0.517
C (-1.3766, 0.3182, -2.7286)  -0.602
C (0.7886, 1.1258, -1.6433)  0.739
O (0.5305, 0.1266, -0.8982)  -0.856
O (1.8683, 1.5920, -1.4878)  -0.731
H (0.2398, 1.2999, -3.6844)  0.203
H (-0.7393, 2.4278, -2.6332)  0.200
H (-1.1212, -0.3953, -3.5919)  0.188
H (-2.4219, 0.7784, -2.9356)  0.161
H (-1.4813, -0.1357, -1.7505)  0.240
C (-1.3342, -0.9290, 1.5527)  -0.519
C (-0.7500, -2.1300, 0.7089)  -0.667
C (-0.0264, -0.6253, 2.2899)  0.700
O (0.6053, -1.4880, 2.9995)  -0.667
N (0.4362, 0.7155, 2.3372)  -0.819
H (-1.7401, -0.2104, 0.6947)  0.236
H (-2.2396, -1.2450, 2.1506)  0.216
H (0.0580, -2.6540, 1.1195)  0.226
H (-0.1930, -1.5108, -0.1096)  0.300
H (1.4388, 0.7884, 2.7985)  0.386
H (0.3230, 1.3480, 1.6231)  0.401
H (-1.5339, -2.7689, 0.2384)  0.184



[2]
Formula: C6H12NO3
Source: OMol25
Level of theory: wB97M-V/def2-TZVPD

HOMO-LUMO gap	0.3718	Eh
E_HOMO	-13.4	eV
ΔE to the lowest compared entry with this formula, charge and spin	2.047	eV
charge	+1
SMILES	C[C@@]1(O)C[NH2+][C@H]2[C@H](O)[C@]21O

Last column: natural (NBO) charge in e.
Geometry (Å):
C (-1.2748, 1.2744, -1.0794)  -0.665
C (-0.8654, 0.3334, 0.0327)  0.246
O (-1.6454, 0.5985, 1.1916)  -0.724
C (-0.9857, -1.2462, -0.3006)  -0.270
N (-0.1171, -1.7007, 0.8195)  -0.511
C (1.1266, -0.8171, 0.8452)  -0.144
C (1.7214, -0.3005, -0.5084)  0.116
O (2.9592, 0.1059, -0.3996)  -0.664
C (0.6469, 0.5034, 0.3240)  0.179
O (1.0242, 1.6831, 0.7982)  -0.644
H (-1.1677, 2.3301, -0.8392)  0.226
H (-2.3247, 0.9192, -1.3848)  0.248
H (-0.6214, 0.9976, -1.9167)  0.240
H (-2.0171, 1.4839, 1.1086)  0.500
H (-2.0354, -1.6102, -0.5074)  0.281
H (-0.4432, -1.5382, -1.2776)  0.229
H (-0.7160, -1.4707, 1.5786)  0.450
H (0.0212, -2.8059, 0.6645)  0.465
H (1.7786, -0.9573, 1.6388)  0.251
H (1.3856, -0.8687, -1.3822)  0.197
H (3.1239, 0.8461, 0.2340)  0.513
H (0.4262, 2.2398, 0.3604)  0.481



[3]
Formula: C6H12NO5S2Ti
Source: OMol25
Level of theory: wB97M-V/def2-TZVPD

HOMO-LUMO gap	0.2085	Eh
E_HOMO	-12.2	eV
charge	+1

Last column: natural (NBO) charge in e.
Geometry (Å):
C (3.8085, -1.7189, -0.4027)  -0.286
C (3.0106, -1.1893, 0.5301)  -0.233
C (3.1112, 0.3004, 0.8320)  -0.627
S (1.6542, 1.2300, 0.1161)  2.190
O (1.2748, 2.3061, 1.2058)  -0.935
O (2.1669, 1.9338, -1.0101)  -0.849
N (0.5004, 0.2118, -0.1564)  -1.160
S (-0.5078, 0.7339, -1.4111)  2.169
O (-1.1212, 2.0168, -1.1454)  -0.923
O (0.1548, 0.8002, -2.6939)  -0.916
C (-1.9160, -0.4761, -1.6192)  -0.261
O (-3.0608, 0.1062, -1.1021)  -0.495
C (-3.6341, -0.5995, -0.0016)  -0.073
C (-3.4360, 0.1645, 1.3534)  -0.654
H (3.4391, -2.4755, -1.1009)  0.243
H (4.8466, -1.3686, -0.4593)  0.211
H (2.2719, -1.8004, 1.0627)  0.233
H (4.0397, 0.6407, 0.3440)  0.301
H (3.2173, 0.4968, 1.9589)  0.082
H (-1.6743, -1.4730, -1.2150)  0.203
H (-2.0262, -0.5855, -2.7117)  0.244
H (-3.3362, -1.6572, 0.0786)  0.174
H (-4.7257, -0.6066, -0.1779)  0.197
H (-3.0661, 1.1689, 1.0785)  0.236
H (-2.6965, -0.3414, 1.9943)  0.194
H (-4.4041, 0.3030, 1.8584)  0.225
Ti (2.1090, 1.8789, 2.7947)  1.510



[4]
Formula: C6H12O
Source: OMol25
Level of theory: wB97M-V/def2-TZVPD

HOMO-LUMO gap (spin up / spin down)	0.1893 / 0.2360	Eh
E_HOMO (spin up / spin down)	-0.9 / -2.2	eV
ΔE to the lowest compared entry with this formula, charge and spin	3.996	eV
charge	-1
spin multiplicity	2

Last column: Löwdin spin population.
Geometry (Å):
C (0.1810, 1.4335, 1.1560)  0.107
C (-0.0759, 0.5288, 0.0052)  0.073
C (0.8849, 1.3872, -0.5680)  0.519
C (0.9374, -1.6332, -0.7748)  0.067
C (0.1451, -0.8721, 0.0865)  0.028
C (-0.3666, -1.5291, 1.3446)  0.009
H (-0.4610, 2.3281, 1.0777)  0.004
H (-0.2870, 0.8535, 1.9896)  0.062
H (1.2318, 1.7231, 1.5418)  0.011
H (2.0614, 1.2382, -0.6376)  0.028
H (0.7052, 2.3689, -0.9701)  0.045
H (0.8744, -2.7460, -0.7716)  0.007
H (1.6370, -1.2106, -1.5091)  0.017
H (-1.3760, -1.0021, 1.2435)  0.002
H (-0.4240, -2.6627, 1.3028)  0.000
H (0.1162, -1.1328, 2.2702)  0.005
H (-1.9808, 0.1076, -1.5434)  0.001
H (-1.5173, 0.2850, -2.8900)  0.004
O (-2.2856, 0.5348, -2.3531)  0.008



Question: What is the formula in the third record?
Answer: C6H12NO5S2Ti